(1)
A molecular structure, C11H41CaN14O10, computed with ωB97M-V with the def2-TZVPD basis set.

Geometry as XYZ:
```
77
C11H41CaN14O10 | the OMol25 dataset | ωB97M-V with the def2-TZVPD basis set
Ca 2.56793 -2.29807 0.00951
C -0.21823 1.07096 -0.61729
C -0.16789 -0.30873 -0.11149
O 0.85138 -0.77901 0.75104
H -0.18290 1.74791 0.23629
H -1.17439 1.08179 -1.14049
H 0.62810 1.30664 -1.26248
H -0.17309 -0.96508 -0.98170
H -1.07337 -0.55716 0.44213
C 3.26507 1.61087 -3.29050
O 3.92155 2.23971 -4.40301
H 2.29875 1.37714 -3.73739
H 3.77325 0.67419 -3.06141
H 3.17454 2.28001 -2.43484
H 3.35318 2.99226 -4.58250
C 0.30869 4.75935 0.90686
O 0.87442 5.94435 1.49009
H 0.95341 3.88348 0.83411
H -0.67943 4.41252 1.20921
H 0.12979 4.87935 -0.16165
H 1.06946 5.82058 2.42189
C -4.32868 2.17376 0.85745
O -3.59603 2.82572 1.50308
N -3.98688 1.15400 0.18656
N -5.61411 2.31594 0.99142
H -4.60192 0.65742 -0.44213
H -3.00258 0.93779 0.11958
H -5.83437 3.08480 1.60824
H -6.34967 1.77083 0.56492
C -0.29145 3.89414 -3.75224
O 0.29404 3.02137 -4.36285
N -1.19004 3.71670 -2.87906
N -0.03872 5.16615 -3.81715
H -1.44594 4.52358 -2.32808
H -1.37283 2.77857 -2.55256
H -0.79675 5.83286 -3.84858
H 0.68605 5.31706 -4.50419
C 0.31417 -4.46006 -1.68250
O 0.92694 -3.49642 -1.29948
N -0.91239 -4.46201 -2.04388
N 0.82714 -5.64036 -1.93602
H -1.29366 -5.37082 -2.26480
H -1.30537 -3.54962 -2.22615
H 1.65212 -5.76196 -1.36617
H 0.12461 -6.35292 -1.79877
C 0.66370 -3.96889 2.42561
O 1.53747 -3.90942 1.49060
N -0.11594 -2.95607 2.66775
N 0.08633 -5.03789 2.98790
H 0.06023 -2.14184 2.09671
H -0.73859 -3.02109 3.46033
H 0.49399 -5.87260 2.59144
H -0.48207 -4.97025 3.82003
C 4.02836 0.69009 0.15604
O 3.70173 -0.33034 -0.33810
N 3.18374 1.60020 0.59217
N 5.26090 1.02498 0.25710
H 3.64227 2.39140 1.02094
H 2.19744 1.43571 0.73449
H 5.34562 2.02100 0.40152
H 6.02228 0.38256 0.09062
C -3.82066 -3.98176 -0.08214
O -4.91117 -4.46073 -0.33778
N -2.88043 -4.64923 0.59119
N -3.47047 -2.78132 -0.37039
H -3.34196 -5.47977 0.93370
H -1.96129 -4.27825 0.78521
H -4.03877 -2.23074 -0.99809
H -2.61725 -2.32573 -0.07963
C 1.29812 0.31001 4.19602
O 1.59664 0.69105 5.34217
N 2.14844 -0.36528 3.50000
N 0.16300 0.54201 3.62330
H 1.82065 -0.51770 2.55692
H 3.08016 -0.44683 3.88126
H -0.57077 1.01901 4.12744
H 0.25443 0.36811 2.63259
```

## Properties
Charge ... +1
ΔE to the lowest compared entry with this formula, charge and spin ... 144.28 kcal/mol
2S+1 ... 1
LUMO energy ... -0.1232 Ha


(2)
11 unconnected molecules or ions with the total composition C11H42O11, computed with ωB97M-V with the def2-TZVPD basis set.

Geometry as XYZ:
```
64
C11H42O11 | the OMol25 dataset | ωB97M-V with the def2-TZVPD basis set
C 2.30677 -6.57669 -2.41843
O 3.63253 -6.21607 -2.00923
H 1.79598 -5.66868 -2.73891
H 2.41405 -7.37207 -3.15598
H 1.79212 -6.95322 -1.53443
C 0.01984 0.21512 -0.39838
O 1.31196 0.67212 -0.57636
H -0.16046 -0.26852 0.56166
H -0.74353 0.98066 -0.53739
H -0.33350 -0.50753 -1.13393
C -6.75507 -1.72315 -2.29200
O -7.66420 -1.96726 -1.23315
H -7.38809 -1.40600 -3.12073
H -6.07831 -0.91834 -2.00498
H -6.13265 -2.55948 -2.61021
H -8.06114 -1.10892 -1.06794
C 3.01510 -4.10757 4.20917
O 3.49287 -2.88860 3.68366
H 1.95195 -4.26045 4.02357
H 3.48091 -5.00564 3.80348
H 3.12403 -4.17026 5.29190
H 3.07458 -2.17797 4.17523
C -3.26661 -5.62634 2.17905
O -4.15325 -6.39683 3.00489
H -3.76306 -5.22484 1.29563
H -2.99054 -4.79919 2.83305
H -2.37326 -6.21893 1.98189
H -5.01498 -5.98088 3.08230
C -0.63799 4.94168 2.64413
O 0.49337 5.28840 1.86132
H -1.49750 4.62458 2.05354
H -0.35904 4.19092 3.38349
H -0.91920 5.85962 3.16027
H 0.82401 4.45850 1.50983
C -0.47405 -0.47300 6.51792
O 0.83542 0.01930 6.40013
H -0.93854 -0.60901 5.54126
H -0.37783 -1.42815 7.03417
H -1.15763 0.20139 7.03370
H 1.12772 0.47682 7.19185
C -5.12939 6.40638 -1.81121
O -4.81265 6.72566 -3.13225
H -4.83510 5.37528 -1.61545
H -4.48607 6.98529 -1.14856
H -6.16844 6.61885 -1.55957
H -5.32932 6.09137 -3.63456
C 6.17148 3.98772 2.73284
O 6.79223 2.71936 2.82740
H 5.67874 4.19467 3.68283
H 6.86506 4.80099 2.51922
H 5.51589 3.97695 1.86210
H 7.34443 2.71222 3.61266
C 0.42760 3.77844 -5.61180
O 1.69524 3.39258 -5.18297
H -0.07813 4.38587 -4.86123
H 0.52948 4.38793 -6.50970
H -0.10623 2.84132 -5.76972
H 1.64700 2.97316 -4.32078
C 3.78412 -1.88879 -6.59858
O 5.10386 -1.81145 -6.10072
H 3.49781 -1.20453 -7.39728
H 3.71712 -2.90734 -6.98089
H 3.06926 -1.78915 -5.78179
H 5.65305 -2.06851 -6.84498
```

## Properties
Charge ... -2
ΔE to the lowest compared entry with this formula, charge and spin ... 62.23 kcal/mol
2S+1 ... 1
LUMO energy ... 0.1215 Ha


(3)
A molecular structure, C11H44FeO15S, computed with ωB97M-V with the def2-TZVPD basis set.

Geometry as XYZ:
```
72
C11H44FeO15S | the OMol25 dataset | ωB97M-V with the def2-TZVPD basis set
Fe -1.57525 1.83064 -0.72870
S 0.40542 0.50502 0.48717
O -0.52658 0.21889 -0.59934
O -0.29780 1.71333 0.70129
O 0.22835 -0.52338 1.51163
O 1.77400 0.70631 0.07126
C 5.06359 1.17426 0.24268
O 3.94933 1.99548 0.02206
H 5.07365 0.34394 -0.46342
H 5.99302 1.70330 0.03200
H 5.05978 0.74685 1.24538
H 3.16557 1.44713 0.10355
C 0.69106 1.26506 -3.19451
O -0.55336 1.82625 -2.79382
H 1.21797 1.74842 -4.01720
H 1.40105 1.27638 -2.36754
H 0.57519 0.21585 -3.46622
H -0.93064 1.86468 -3.67574
C -2.96827 -0.09817 1.35773
O -2.99926 0.56322 0.09224
H -3.97869 -0.42194 1.60738
H -2.38203 -1.01641 1.39324
H -2.63444 0.54587 2.17128
H -3.70922 0.08373 -0.34094
C -0.06596 -1.83617 4.64633
O -0.90526 -0.82645 4.00430
H -0.30609 -1.87910 5.70868
H -0.14375 -2.84927 4.25175
H 0.97057 -1.57296 4.43553
H -0.54149 -0.62808 3.13832
C 3.39305 -0.76764 2.76129
O 2.49044 -1.67325 2.12151
H 3.30519 -0.91892 3.83715
H 4.37195 -1.00104 2.34250
H 3.20260 0.30084 2.66032
H 1.67571 -1.24081 1.85541
C -3.20067 -0.11931 -3.63919
O -2.49002 0.11975 -2.44093
H -3.49157 -1.16467 -3.74260
H -4.09377 0.50301 -3.69564
H -2.54814 0.07362 -4.49072
H -1.92353 -0.65367 -2.39075
C -2.08268 3.78225 1.92183
O -2.62595 3.16677 0.78024
H -1.06095 4.10448 1.72103
H -2.67005 4.65837 2.19662
H -2.03015 3.06386 2.73991
H -3.56540 3.22862 0.96788
C -1.15361 -3.40150 -3.12575
O -1.52577 -2.42328 -2.24994
H -0.07847 -3.54614 -3.23188
H -1.67658 -4.32121 -2.86354
H -1.51384 -3.17316 -4.12884
H -1.21255 -2.55987 -1.35281
C -0.92332 -3.76147 1.70795
O -0.67653 -2.90156 0.55629
H -0.05808 -3.91357 2.35318
H -1.65433 -3.27692 2.35519
H -1.37099 -4.69916 1.37868
H -0.37647 -2.04456 0.86790
C 1.81330 -2.13433 -1.52804
O 2.78954 -1.13724 -1.36329
H 1.55862 -2.69684 -0.62981
H 0.89723 -1.62150 -1.82115
H 2.07488 -2.85533 -2.30254
H 2.43243 -0.39209 -0.87461
C 0.83767 4.14803 -0.79061
O -0.56054 3.73980 -0.89423
H 1.21691 4.40060 -1.78080
H 1.03158 5.02394 -0.17151
H 1.39564 3.35583 -0.29143
H -0.97332 4.60650 -0.90086
```

## Properties
Charge ... 0
2S+1 ... 7
LUMO energy (spin up / spin down) ... 0.0181 / -0.0745 Ha


(4)
11 unconnected molecules or ions with the total composition C11H44N10O11, computed with ωB97M-V with the def2-TZVPD basis set.

Geometry as XYZ:
```
76
C11H44N10O11 | the OMol25 dataset | ωB97M-V with the def2-TZVPD basis set
N 8.99090 22.58749 -9.69658
C 7.95731 22.24451 -10.53022
N 7.09960 21.29327 -10.03175
O 7.86528 22.65855 -11.67226
H 9.70423 23.25986 -9.95411
H 8.95310 22.32629 -8.72712
H 7.11609 20.93399 -9.09708
H 6.36569 20.98802 -10.64358
N 12.82682 26.54125 -11.14626
C 14.05564 26.89746 -10.69074
N 14.65971 27.93269 -11.35000
O 14.61107 26.31114 -9.76052
H 12.36097 25.69879 -10.80188
H 12.33349 27.14368 -11.77947
H 15.49692 28.32119 -10.96130
H 14.32288 28.22212 -12.24779
N 13.13851 18.68784 -7.35047
C 14.31326 19.37027 -7.19486
N 15.30106 18.68666 -6.52940
O 14.47116 20.49042 -7.64345
H 12.97280 17.76629 -6.99206
H 12.38171 19.17799 -7.79268
H 15.06590 17.79936 -6.12426
H 16.16102 19.14110 -6.28889
N 13.85320 23.50709 -9.62526
C 12.56758 23.21092 -9.83434
N 12.22758 21.90515 -9.61472
O 11.68727 24.06358 -10.09543
H 14.18799 24.46971 -9.61813
H 14.48674 22.71331 -9.59193
H 11.28101 21.58152 -9.52779
H 12.96896 21.24486 -9.44175
N 15.77667 19.33673 -10.37004
C 15.62620 20.51156 -11.03939
N 15.33681 20.45044 -12.36428
O 15.71527 21.59654 -10.46221
H 15.75856 19.43252 -9.36832
H 15.55252 18.44890 -10.78396
H 15.23790 19.59131 -12.86823
H 15.19947 21.31555 -12.85392
C 12.46331 18.49208 -11.67663
O 13.54354 17.96801 -12.42277
H 12.63263 18.35494 -10.61302
H 12.35744 19.57793 -11.82005
H 11.49982 18.08656 -12.00203
H 13.48697 18.29909 -13.32253
C 10.44949 21.92807 -13.51447
O 11.55013 22.38278 -12.75699
H 9.81174 22.75594 -13.84450
H 10.79707 21.42822 -14.41807
H 9.80768 21.26048 -12.93203
H 11.24691 22.71432 -11.90463
C 9.98716 18.55929 -8.94197
O 9.99045 19.77119 -8.18169
H 11.03378 18.40729 -9.19810
H 9.53408 17.73492 -8.39563
H 9.52532 18.69248 -9.92689
H 9.07220 20.00401 -8.02250
C 11.34340 25.16051 -7.16507
O 10.58688 24.80553 -5.98846
H 12.08006 24.38345 -7.34384
H 10.73849 25.30992 -8.06182
H 11.77593 26.15404 -7.01932
H 9.67347 24.75382 -6.27879
C 16.29744 24.73762 -6.79362
O 17.20800 23.96531 -6.03710
H 15.50789 24.16273 -7.30882
H 15.71114 25.45187 -6.20959
H 16.84515 25.15359 -7.63601
H 16.71551 23.47300 -5.37561
C 8.79358 26.16344 -10.85517
O 8.31311 27.15509 -9.95599
H 8.65099 26.37021 -11.92279
H 9.88529 26.12506 -10.74543
H 8.35086 25.19397 -10.65670
H 8.59093 28.01281 -10.28573
```

## Properties
Charge ... 0
ΔE to the lowest compared entry with this formula, charge and spin ... 19.63 kcal/mol
2S+1 ... 1
LUMO energy ... 0.0009 Ha
SMILES ... NC(N)=O.NC(N)=O.NC(N)=O.NC(N)=O.NC(N)=O.CO.CO.CO.CO.CO.CO


(5)
11 unconnected molecules or ions with the total composition C11H44N22O11, computed with ωB97M-V with the def2-TZVPD basis set.

Geometry as XYZ:
```
88
C11H44N22O11 | the OMol25 dataset | ωB97M-V with the def2-TZVPD basis set
C -0.33103 2.94299 -4.73339
O -0.81294 2.38646 -5.63876
N 0.79158 2.67858 -4.20768
N -0.89206 4.03717 -4.11932
H 1.28112 1.80351 -4.32892
H 1.05670 3.30570 -3.46166
H -0.38141 4.41737 -3.33523
H -1.68957 4.49892 -4.53268
C -3.48345 -3.08106 -1.42805
O -4.36243 -2.40426 -0.96221
N -2.20032 -2.82191 -1.30028
N -3.49307 -4.16575 -2.12163
H -1.93005 -1.99654 -0.78470
H -1.54755 -3.59204 -1.33011
H -2.58166 -4.42834 -2.46872
H -4.32947 -4.47423 -2.59638
C -4.57978 0.97308 0.76517
O -4.34007 2.18571 0.79326
N -3.79193 0.00996 0.36981
N -5.68961 0.56946 1.14831
H -4.23480 -0.80609 -0.02771
H -2.84003 0.34030 0.30011
H -6.30547 1.27229 1.53153
H -6.06407 -0.35814 1.00889
C -1.48740 2.12506 3.65093
O -1.06116 2.49822 4.70729
N -0.73872 2.28260 2.60698
N -2.72806 1.73912 3.45757
H 0.19270 2.62518 2.79459
H -1.06706 1.82980 1.76599
H -3.36524 1.72284 4.24105
H -3.10049 1.76965 2.51924
C 1.67630 -4.82479 3.00140
O 1.67154 -5.97840 2.59672
N 1.36362 -4.44249 4.23978
N 1.82545 -3.75691 2.24423
H 1.42584 -5.14168 4.96598
H 1.38446 -3.45933 4.47014
H 2.08535 -2.87463 2.66152
H 1.49398 -3.65362 1.29578
C 3.89766 2.17334 0.69748
O 3.59227 1.67676 -0.38302
N 4.66533 3.12296 0.86348
N 3.24043 1.90418 1.80864
H 4.52764 3.65444 1.71124
H 5.22340 3.40505 0.07033
H 2.41184 1.32682 1.82309
H 3.54780 2.52851 2.54065
C 0.22162 0.53542 -0.21293
O -0.96343 0.44510 -0.11450
N 0.58935 1.67817 -0.67746
N 1.22459 -0.23397 0.11663
H -0.19433 2.31336 -0.72716
H 1.56066 1.84657 -0.89722
H 1.02446 -1.13492 0.52692
H 2.13577 0.09525 -0.16875
C -1.66048 -2.51539 2.26099
O -0.93105 -2.30681 1.32319
N -2.76807 -1.78417 2.42413
N -1.66410 -3.59220 3.08174
H -3.34330 -1.99498 3.22710
H -2.96480 -0.91826 1.94289
H -2.55717 -3.77417 3.51694
H -1.22392 -4.37025 2.61164
C -3.66241 5.18214 -1.64264
O -2.73281 5.96975 -1.73567
N -4.95383 5.54254 -1.67765
N -3.52621 3.88088 -1.53478
H -5.72473 4.89968 -1.78967
H -5.11288 6.44235 -2.10794
H -2.56925 3.57950 -1.41865
H -4.31777 3.30083 -1.29587
C 5.31173 -2.99599 0.82353
O 5.29456 -4.10099 1.34816
N 4.74935 -1.85624 1.20526
N 6.25672 -2.69572 -0.03789
H 4.67984 -1.13472 0.50193
H 4.17102 -2.00291 2.02020
H 6.13768 -1.84311 -0.56608
H 6.59025 -3.46875 -0.59583
C 4.64737 -1.04444 -3.43449
O 5.80583 -0.97831 -3.09668
N 4.12108 -1.71627 -4.36381
N 3.76099 -0.36965 -2.88193
H 3.12251 -1.85889 -4.31271
H 4.63644 -2.29405 -5.01242
H 4.00633 0.27969 -2.14827
H 2.89629 -0.55188 -3.37100
```

## Properties
Charge ... -1
ΔE to the lowest compared entry with this formula, charge and spin ... 41.39 kcal/mol
2S+1 ... 2
LUMO energy (spin up / spin down) ... 0.0683 / 0.0659 Ha


(6)
11 unconnected molecules or ions with the total composition C11H44N22O11, computed with ωB97M-V with the def2-TZVPD basis set.

Geometry as XYZ:
```
88
C11H44N22O11 | the OMol25 dataset | ωB97M-V with the def2-TZVPD basis set
N 4.65529 0.80687 2.04312
C 5.30266 0.60142 0.80937
N 6.28777 -0.27561 0.92884
O 4.91826 1.02285 -0.29307
H 3.92957 1.48513 2.02021
H 4.49204 -0.00731 2.57585
H 6.58474 -0.81143 0.11982
H 6.46568 -0.66964 1.83086
N -2.28047 4.66269 -5.09445
C -1.77425 3.91514 -4.06372
N -0.98044 2.88473 -4.47555
O -1.99289 4.14170 -2.87494
H -1.92324 4.51231 -5.98595
H -3.19038 5.11527 -5.03709
H -0.24988 2.54225 -3.85417
H -0.86699 2.64493 -5.45932
N -4.85993 -2.32986 0.17084
C -4.27315 -3.42759 0.77310
N -3.84079 -4.39237 -0.13832
O -4.07877 -3.46842 1.99061
H -4.90170 -2.01593 -0.82069
H -4.80802 -1.52568 0.80668
H -4.10577 -4.12687 -1.08056
H -4.18067 -5.31000 0.11033
N -3.67288 -0.62267 -4.15211
C -3.83562 -0.99192 -2.88839
N -2.69724 -1.46803 -2.31464
O -4.93843 -0.87491 -2.37297
H -4.39945 -0.09409 -4.54689
H -2.77721 -0.40525 -4.54833
H -2.68251 -1.30806 -1.31408
H -1.74635 -1.34875 -2.70159
N 0.33549 0.89440 3.70871
C -0.81666 0.36094 3.08818
N -1.32997 1.25226 2.23284
O -1.20294 -0.79146 3.20051
H 1.07070 0.27910 4.00178
H 0.57633 1.75911 3.25298
H -0.93416 2.12551 1.89424
H -2.23097 1.01277 1.80938
N 3.74885 2.52413 -2.74696
C 2.62052 1.75946 -2.84264
N 2.80625 0.41155 -2.50983
O 1.54201 2.15795 -3.14213
H 3.70760 3.40504 -3.24796
H 4.68479 2.10881 -2.70370
H 1.91830 -0.15285 -2.47440
H 3.44149 0.33131 -1.70669
N 1.91650 4.72515 0.71948
C 1.45709 3.54367 1.22130
N 2.30374 2.51877 0.95047
O 0.46503 3.34338 1.94000
H 1.31368 5.53586 0.90231
H 2.12861 4.63928 -0.24066
H 1.82810 1.64139 1.10074
H 3.11148 2.53410 0.33487
N -1.65910 2.12541 -0.92414
C -2.88014 1.72682 -0.61715
N -3.82896 2.57659 -1.04427
O -3.16132 0.80411 0.15482
H -1.47037 2.85988 -1.63017
H -1.04378 1.49386 -0.44911
H -3.61446 3.35065 -1.67099
H -4.76810 2.34333 -0.88735
N 2.92090 -2.32558 2.08558
C 3.62609 -2.31826 3.32886
N 2.87849 -2.67246 4.42015
O 4.76527 -1.86932 3.43111
H 3.65430 -2.13322 1.40258
H 2.29669 -3.11367 1.96111
H 1.94046 -2.93975 4.26211
H 3.30722 -2.39417 5.29457
N 1.26592 -0.35056 0.49244
C 0.27673 -0.98981 -0.34084
N -0.72761 -1.55318 0.28499
O 0.43177 -0.93019 -1.56179
H 2.04512 -0.19632 -0.10716
H 1.42946 -0.76038 1.39979
H -0.75264 -1.57956 1.28986
H -1.42012 -2.13079 -0.14944
N -0.96590 -5.51128 1.90274
C -0.52007 -4.33924 2.47082
N -1.45162 -3.48620 3.10738
O 0.67534 -4.06987 2.35828
H -1.60818 -5.98344 2.50938
H -0.11190 -6.11626 1.80101
H -1.13415 -2.59178 3.58133
H -2.43621 -3.70589 2.93787
```

## Properties
Charge ... 0
ΔE to the lowest compared entry with this formula, charge and spin ... 3.55 kcal/mol
2S+1 ... 1
LUMO energy ... 0.0108 Ha
SMILES ... NC(N)=O.NC(N)=O.NC(N)=O.NC(N)=O.NC(N)=O.NC(N)=O.NC(N)=O.NC(N)=O.NC(N)=O.NC(N)=O.NC(N)=O